(1)
Molecular formula: H25O12
Method: DFT, the ωB97M-V functional and the def2-TZVPD basis

maximum force = 3.3 eV/A
HOMO level = -0.4831 Eh
Kohn-Sham gap = 9.859 eV
energy above the lowest of the compared OMol25 structures with the same formula, charge and spin = 49.8 kcal/mol
net charge = +1

Last column: Löwdin charge in e.
CARTESIAN COORDINATES (ANGSTROEM)
O1 -0.32 -0.10 -0.42  0.183
H1 -0.23 0.62 0.27  0.114
H2 0.24 0.08 -1.21  0.088
H3 -0.09 -0.97 0.06  0.122
O2 -3.26 2.36 0.36  -0.018
H4 -3.32 2.64 1.25  0.019
H5 -2.37 2.60 0.21  -0.069
O3 -2.70 -1.76 -1.02  -0.061
H6 -2.02 -2.39 -0.78  -0.033
H7 -2.78 -1.14 -0.28  0.024
O4 -0.68 2.87 0.02  -0.038
H8 -0.94 3.39 -0.75  0.074
H9 0.11 3.32 0.32  0.072
O5 -1.65 -2.78 1.26  -0.006
H10 -2.03 -3.36 1.84  0.029
H11 -2.01 -1.98 1.65  0.058
O6 1.27 -1.48 1.21  0.002
H12 1.56 -2.36 0.97  0.068
H13 1.09 -1.47 2.12  0.023
O7 -0.48 0.77 2.43  -0.066
H14 -0.40 -0.04 2.96  0.045
H15 0.09 1.52 2.81  0.101
O8 -0.44 0.94 -2.96  -0.014
H16 -0.46 1.89 -2.95  0.039
H17 -0.52 0.62 -3.86  0.074
O9 -0.19 -3.39 -1.20  -0.028
H18 0.30 -3.94 -1.82  0.061
H19 0.24 -3.67 -0.40  0.026
O10 1.85 1.94 -0.52  -0.050
H20 1.69 2.49 -1.28  0.052
H21 2.29 1.13 -0.83  0.012
O11 2.44 -0.49 -1.73  -0.021
H22 3.31 -0.74 -1.43  0.070
H23 2.36 -0.75 -2.65  0.072
O12 2.67 1.59 2.26  -0.046
H24 2.99 0.77 2.70  0.061
H25 2.37 1.28 1.42  -0.039

(2)
Molecular formula: H25O13
Method: DFT, the ωB97M-V functional and the def2-TZVPD basis

maximum force = 3.6 eV/A
HOMO level = -0.2558 Eh
Kohn-Sham gap = 9.736 eV
energy above the lowest of the compared OMol25 structures with the same formula, charge and spin = 36.5 kcal/mol
net charge = -1

Last column: Löwdin charge in e.
CARTESIAN COORDINATES (ANGSTROEM)
O1 -0.54 -0.24 -0.14  -0.391
H1 0.00 0.51 0.07  -0.016
O2 1.70 2.15 -2.48  -0.076
H2 2.35 2.61 -1.93  0.019
H3 1.51 1.31 -2.04  -0.020
O3 -2.46 1.82 0.26  -0.047
H4 -1.88 2.52 0.16  -0.015
H5 -1.81 1.08 0.27  -0.015
O4 -3.06 -1.13 -0.73  -0.067
H6 -3.46 -0.85 0.08  0.030
H7 -2.15 -0.73 -0.59  -0.001
O5 -1.37 -0.62 2.31  -0.045
H8 -1.13 0.18 2.75  0.025
H9 -1.10 -0.53 1.41  -0.065
O6 -1.46 -3.28 0.56  -0.029
H10 -1.88 -3.67 1.36  0.074
H11 -2.02 -2.58 0.36  -0.049
O7 3.47 1.40 0.32  -0.074
H12 3.98 1.64 -0.50  0.062
H13 2.94 0.74 -0.13  -0.024
O8 0.77 2.12 1.21  -0.034
H14 0.81 2.69 1.97  0.059
H15 1.56 2.37 0.71  0.042
O9 1.90 -0.36 -1.23  -0.081
H16 0.95 -0.51 -0.85  0.030
H17 2.18 -1.20 -1.60  0.074
O10 -1.05 1.43 -2.15  -0.081
H18 -1.95 1.06 -2.18  0.040
H19 -0.73 0.80 -1.48  -0.042
O11 2.05 0.11 2.69  -0.138
H20 1.68 -0.62 2.11  -0.011
H21 1.48 0.89 2.38  -0.001
O12 -0.83 -1.81 -2.32  -0.069
H22 -0.79 -1.35 -1.46  -0.034
H23 -1.63 -2.36 -2.37  0.034
O13 1.07 -1.90 1.15  -0.084
H24 0.60 -1.39 0.47  -0.025
H25 0.28 -2.31 1.57  0.043

(3)
Molecular formula: H25O13
Method: DFT, the ωB97M-V functional and the def2-TZVPD basis

maximum force = 2.9 eV/A
HOMO level = -0.2510 Eh
Kohn-Sham gap = 9.654 eV
energy above the lowest of the compared OMol25 structures with the same formula, charge and spin = 54.0 kcal/mol
net charge = -1

Last column: Löwdin charge in e.
CARTESIAN COORDINATES (ANGSTROEM)
O1 -1.60 -1.23 -4.31  -0.059
H1 1.54 -0.35 3.58  0.006
H2 -0.08 -0.96 0.71  0.014
O2 1.35 0.70 -1.68  -0.143
H3 1.52 -0.19 -1.55  -0.032
H4 0.60 0.86 1.08  0.017
O3 -0.88 -1.48 0.48  -0.091
H5 -1.06 -0.73 -0.13  0.010
O4 2.53 1.89 0.15  -0.166
H6 3.24 2.45 -0.15  0.004
H7 2.06 1.40 -0.69  -0.011
O5 -2.58 2.38 -2.50  -0.142
H8 -2.37 -0.88 -3.87  0.016
H9 -2.28 1.80 -3.22  0.010
O6 0.91 -4.04 1.85  -0.063
H10 1.27 -3.88 0.98  0.022
H11 1.38 -3.50 2.49  0.015
O7 0.40 0.56 1.98  -0.082
H12 -2.97 -0.18 1.18  0.020
H13 2.30 -0.13 1.95  -0.008
O8 1.33 -1.27 3.54  -0.069
H14 -2.08 1.85 -1.80  -0.026
H15 -0.14 1.32 2.25  0.066
O9 2.67 -0.73 1.27  -0.085
H16 0.24 0.87 -1.29  -0.006
H17 0.31 -2.00 -1.39  0.004
O10 -0.19 3.26 1.11  -0.033
H18 0.36 3.89 0.64  0.039
H19 -0.98 3.50 0.62  0.043
O11 -0.91 1.09 -0.95  -0.237
H20 -1.28 1.31 -0.12  -0.053
H21 3.25 -0.09 0.84  0.023
O12 -0.07 -2.69 -1.94  -0.058
H22 -3.52 0.60 -0.15  0.032
H23 0.43 -1.11 3.23  0.035
O13 -3.33 0.61 0.79  -0.045
H24 -0.41 -3.21 -1.20  0.034
H25 -0.97 -1.67 -3.75  -0.001

(4)
Molecular formula: H26NO11
Method: DFT, the ωB97M-V functional and the def2-TZVPD basis

maximum force = 11.5 eV/A
HOMO level = -0.4737 Eh
Kohn-Sham gap = 9.580 eV
energy above the lowest of the compared OMol25 structures with the same formula, charge and spin = 86.4 kcal/mol
net charge = +1

Last column: Löwdin charge in e.
CARTESIAN COORDINATES (ANGSTROEM)
N1 0.01 0.36 -0.09  0.217
H1 0.39 0.40 -0.98  0.021
H2 0.81 0.92 0.53  0.169
H3 -0.11 -0.72 0.31  0.173
H4 -0.98 0.83 0.06  0.136
O1 0.44 3.21 -0.28  -0.058
H5 -0.25 3.50 0.37  0.072
H6 0.55 3.80 -1.02  0.045
O2 -2.50 -0.83 -1.52  -0.117
H7 -1.98 -1.23 -2.31  0.073
H8 -2.67 -1.47 -0.78  0.006
O3 0.70 -0.39 -3.37  -0.035
H9 0.23 0.09 -4.00  0.020
H10 0.28 -1.30 -3.31  0.091
O4 3.06 0.67 -1.70  -0.040
H11 2.34 0.72 -2.16  -0.106
H12 3.52 -0.39 -1.89  0.228
O5 1.73 -2.38 -1.05  0.018
H13 2.35 -1.91 -1.58  -0.010
H14 2.11 -2.46 -0.24  -0.004
O6 2.17 0.56 2.44  -0.147
H15 2.85 1.12 1.97  0.004
H16 1.72 1.01 3.25  0.095
O7 -2.84 -2.81 0.50  -0.087
H17 -2.09 -2.61 1.05  -0.034
H18 -3.22 -3.73 0.75  0.122
O8 4.04 1.47 0.68  -0.121
H19 4.70 2.26 0.52  0.129
H20 3.68 1.14 -0.19  -0.009
O9 -0.51 -2.46 1.95  -0.056
H21 0.14 -3.21 1.83  0.106
H22 -0.39 -2.10 2.83  0.065
O10 -4.80 1.24 0.55  -0.123
H23 -4.78 1.26 -0.39  -0.014
H24 -3.80 1.00 0.94  0.065
O11 -2.43 1.18 1.92  -0.056
H25 -2.12 1.13 2.82  0.064
H26 -2.34 2.12 1.59  0.099

The lowest HOMO level belongs to which entry? H25O12

Which of these has the highest Kohn-Sham gap? H25O12